1.
C22H23AsF6N5O7S2Ta as an isolated structure in a non-equilibrium geometry. Source: OMol25; level of theory: ωB97M-V/def2-TZVPD.

The multiplicity is 2. As for the expectation value of S²: 0.779. The value obtained for the orbital gap (alpha / beta) is 0.2716 / 0.1789 hartree. The calculation puts the total energy at -5340.98888 Eh. For the HOMO energy (alpha / beta), the calculation gives -11.518 / -11.518 eV. For the energy above the lowest of the compared OMol25 structures with the same formula, charge and spin, the calculation gives 1.498 eV. As for the total charge: +1.

Each line ends with the Mulliken charge.
Positions of all 67 atoms, in Å:
Ta1 -0.84676 -1.67329 0.39206  1.17
C1 -5.05577 -0.12658 -0.84288  -1.67
C2 -3.71367 -0.27759 -0.21576  0.76
N1 -3.12267 -1.40780 -0.00611  0.61
N2 -3.88900 -2.52215 -0.31142  -1.37
C3 -3.54777 -3.58812 0.35933  0.77
N3 -4.17355 -4.75211 0.15560  -0.38
S1 -2.33980 -3.50747 1.60512  -0.18
C4 -3.02182 0.92804 0.28460  0.45
C5 -3.36582 2.20103 -0.12561  -0.63
C6 -2.69048 3.27357 0.45168  -0.85
C7 -1.73721 3.01896 1.41323  -0.71
C8 -1.44863 1.69817 1.75558  -0.25
N4 -2.07419 0.67445 1.19703  0.18
H1 -5.61052 -1.05619 -0.85978  0.44
H2 -4.90746 0.19938 -1.87711  0.38
H3 -5.62428 0.64420 -0.32692  0.43
H4 -4.85450 -4.81105 -0.58442  0.25
H5 -3.81230 -5.60409 0.54675  0.25
H6 -4.12879 2.35933 -0.87332  0.52
H7 -2.92158 4.28685 0.15254  0.44
H8 -1.20218 3.82307 1.89949  0.50
H9 -0.69583 1.46855 2.49076  0.56
O1 -0.98050 0.62706 -2.80278  -0.58
C9 -0.41137 0.66884 -1.75903  -0.39
O2 -0.75580 -0.22677 -0.76604  1.37
C10 0.60634 1.67604 -1.32762  1.02
C11 1.09205 2.55739 -2.31815  -1.30
C12 2.01208 3.48926 -1.93694  -1.06
C13 2.42886 3.54325 -0.58758  1.05
C14 3.37893 4.48587 -0.11679  -0.82
C15 3.73998 4.49218 1.19694  -0.64
C16 3.17585 3.56088 2.10535  -0.66
C17 2.26129 2.64432 1.68151  -0.44
C18 1.86747 2.61907 0.31810  -0.18
N5 0.95304 1.68447 -0.06677  0.80
H10 0.73809 2.47440 -3.33539  0.58
H11 2.42663 4.18830 -2.65260  0.45
H12 3.80845 5.19361 -0.81413  0.44
H13 4.46509 5.21071 1.55456  0.41
H14 3.47992 3.58081 3.14346  0.47
H15 1.82161 1.92426 2.35553  0.35
C19 3.12130 -2.12582 -2.53870  -0.54
C20 3.87477 -1.52079 -1.35624  -0.83
C21 2.80283 -1.45951 -0.27817  -0.36
O3 1.54168 -1.35288 -0.98014  0.28
C22 1.76754 -1.46087 -2.40423  -0.64
H16 3.02298 -3.20490 -2.42400  0.25
H17 3.58812 -1.91629 -3.49939  0.44
H18 4.22765 -0.51750 -1.60249  0.30
H19 4.73058 -2.11595 -1.04385  0.41
H20 2.89715 -0.59322 0.37913  0.13
H21 2.77489 -2.36596 0.33006  0.29
H22 1.78311 -0.45197 -2.83374  0.31
H23 0.94130 -2.01991 -2.83930  0.24
F1 0.64005 -0.88857 1.63938  -0.64
As1 0.43156 -1.30392 3.54395  2.04
F2 -1.22339 -1.11057 2.88415  -0.44
F3 2.10313 -1.51763 3.61732  -0.42
F4 -0.03755 -1.59847 5.13408  -0.40
F5 0.54482 0.38396 3.76316  -0.43
F6 0.22609 -2.95111 3.08521  -0.43
O4 -1.00659 -5.11234 -0.20723  -0.56
S2 -0.17163 -4.05350 -0.68303  0.98
O5 0.83250 -4.33099 -1.63360  -0.57
O6 0.37064 -3.21584 0.54188  -0.37
O7 -1.10699 -2.83852 -1.14625  -0.57

=====

2.
C22H23BIN10Rh as an isolated structure in a non-equilibrium geometry. Source: OMol25; level of theory: ωB97M-V/def2-TZVPD.

The multiplicity is 1. The value obtained for the orbital gap is 0.1961 hartree. The calculation puts the total energy at -1832.23237 Eh. For the HOMO energy, the calculation gives -13.506 eV. For the energy above the lowest of the compared OMol25 structures with the same formula, charge and spin, the calculation gives 0.000 eV. As for the total charge: +2.

Each line ends with the Mulliken charge.
Positions of all 58 atoms, in Å:
Rh1 -0.78841 -1.64072 0.08579  0.16
B1 -1.18309 -0.60745 3.40062  -0.11
N1 -1.72362 0.18109 2.15465  -0.11
C1 -2.31110 1.37586 2.23706  -0.21
C2 -2.68934 1.80241 0.96876  -0.97
C3 -2.28913 0.79115 0.12157  -0.35
N2 -1.73057 -0.18358 0.86748  0.59
N3 -0.38338 -1.88724 2.95735  0.05
C4 0.26070 -2.68036 3.81671  -0.15
C5 0.91050 -3.69506 3.12351  -0.92
C6 0.61866 -3.46076 1.79593  -0.54
N4 -0.17141 -2.37082 1.72869  0.49
H1 -2.09586 -0.93187 4.10735  -0.08
H2 -0.44432 0.11542 4.01230  0.01
H3 -2.43299 1.84992 3.19758  0.47
H4 -3.18358 2.72047 0.70395  0.46
H5 -2.38520 0.70338 -0.95042  0.49
H6 0.21885 -2.46832 4.87304  0.47
H7 1.51918 -4.48426 3.52876  0.47
H8 0.92318 -3.99628 0.90865  0.52
I1 -6.38469 -1.88976 -1.50989  0.24
C7 -4.81636 -2.77824 -0.49798  -0.47
C8 -5.02902 -3.75355 0.47330  -0.02
C9 -3.93736 -4.33312 1.10029  -0.95
C10 -2.66828 -3.91064 0.76725  0.06
N5 -2.44988 -2.94509 -0.14955  -0.01
C11 -3.51823 -2.40369 -0.77127  -0.02
H9 -6.03536 -4.05775 0.73075  0.44
H10 -4.06999 -5.10167 1.84864  0.45
H11 -1.79627 -4.36330 1.21684  0.50
H12 -3.31318 -1.66110 -1.53495  0.47
C12 1.42280 -0.99572 -2.55449  -1.63
C13 1.64818 -0.37440 -1.21966  1.05
N6 0.90602 -0.58086 -0.12864  0.65
C14 1.47056 0.14936 0.91299  -0.76
C15 2.55999 0.78401 0.43501  -0.83
N7 2.65583 0.44220 -0.89982  0.13
C16 3.71897 0.93995 -1.79409  -1.09
N8 3.77248 2.35496 -1.75116  0.69
N9 4.90797 2.96999 -1.27604  -0.59
N10 4.76030 4.22440 -1.35274  -0.45
C17 3.50865 4.49830 -1.88724  0.06
C18 2.88899 5.71994 -2.15548  -0.68
C19 1.61620 5.67581 -2.67626  -0.60
C20 0.96630 4.45099 -2.92891  -0.62
C21 1.56903 3.23806 -2.67016  -0.56
C22 2.86280 3.29570 -2.14689  1.39
H13 0.50066 -1.57892 -2.54803  0.27
H14 2.23950 -1.66820 -2.81841  0.39
H15 1.33719 -0.24424 -3.33985  0.40
H16 1.05407 0.16351 1.90569  0.51
H17 3.27635 1.43625 0.90660  0.52
H18 3.52842 0.56865 -2.80013  0.55
H19 4.68284 0.57277 -1.44736  0.29
H20 3.39806 6.65429 -1.96320  0.45
H21 1.09956 6.59801 -2.90342  0.39
H22 -0.03474 4.46857 -3.33972  0.41
H23 1.06259 2.30160 -2.87132  0.23

=====

3.
A 2-piece molecular cluster, C22H23BNO overall in a non-equilibrium geometry. Source: OMol25; level of theory: ωB97M-V/def2-TZVPD.

The multiplicity is 1. The value obtained for the orbital gap is 0.2126 hartree. The calculation puts the total energy at -1006.67548 Eh. For the HOMO energy, the calculation gives -9.798 eV. For the energy above the lowest of the compared OMol25 structures with the same formula, charge and spin, the calculation gives 1.317 eV. As for the total charge: +1.

Each line ends with the Mulliken charge.
Positions of all 48 atoms, in Å:
C1 -3.24728 3.63923 6.72602  -1.20
C2 -3.74487 3.48849 5.32212  0.82
N1 -4.06616 2.20142 5.07641  0.17
B1 -3.80813 1.47269 6.35931  0.13
H1 -4.50689 -1.99889 5.01297  -0.39
C3 -4.52566 1.74315 3.89521  1.00
C4 -4.84076 0.29414 3.68055  -1.30
C5 -4.71044 2.66170 2.87343  -0.74
C6 -4.40252 4.00240 3.10759  -0.25
C7 -3.90375 4.44521 4.34633  -1.00
H2 -2.97351 4.66340 6.98707  0.47
H3 -4.01852 3.29909 7.44348  0.30
H4 -2.35589 3.00514 6.88553  0.32
H5 -2.74397 0.95351 6.42998  0.02
H6 -4.76762 1.24326 7.02022  0.02
H7 -5.22812 0.21949 2.65849  0.27
H8 -3.97382 -0.36857 3.75489  0.35
H9 -5.61143 -0.09545 4.35043  0.31
H10 -5.10493 2.29550 1.91528  0.39
H11 -4.56035 4.71891 2.31067  0.44
H12 -3.64062 5.48477 4.58831  0.42
C8 -0.17092 -6.61282 3.12684  -0.45
C9 -0.31647 -6.10965 4.43021  -0.68
C10 -1.38442 -5.26916 4.73428  -0.45
C11 -2.33434 -4.93394 3.72725  0.70
C12 -3.49451 -4.14511 4.03997  0.85
O1 -4.28334 -3.79676 2.96664  -0.46
C13 -5.62934 -3.48830 3.18389  0.67
C14 -6.04254 -3.06854 4.44449  0.27
C15 -7.19333 -2.24111 4.51185  -0.71
C16 -8.03240 -2.14063 3.41353  -0.62
C17 -7.64547 -2.67935 2.18004  -0.41
C18 -6.41807 -3.30429 2.03599  -0.73
C19 -4.95140 -2.84499 5.42869  0.27
C20 -3.77844 -3.71193 5.29383  -1.09
C21 -2.17579 -5.43608 2.43215  -0.48
C22 -1.11163 -6.27608 2.13796  -0.52
H13 0.66866 -7.27297 2.88468  0.37
H14 0.39241 -6.38720 5.21306  0.37
H15 -1.52111 -4.89035 5.74228  0.22
H16 -7.40437 -1.68236 5.43587  0.47
H17 -8.98082 -1.61029 3.51354  0.40
H18 -8.29695 -2.55708 1.31999  0.41
H19 -6.03359 -3.60467 1.05563  0.42
H20 -5.26680 -2.61517 6.45299  0.56
H21 -2.95058 -3.57711 5.99310  0.31
H22 -2.91315 -5.18761 1.67426  0.39
H23 -1.02956 -6.68044 1.12851  0.37

=====

Among the records above, which one has the highest total charge? C22H23BIN10Rh